C32H52INO19P2S4 | wB97M-V/def2-TZVPD

Values from the calculation:
* calculated total energy: -5307.323666 Ha

Last columns: bonded neighbours and bond lengths (Å).
Geometry (Å):
1 C -3.92 0.65 -4.80  C2 1.665, H32 1.189, H33 1.170, H34 1.180
2 C -3.10 0.75 -3.35  C1 1.665, O3 1.352, O4 1.478
3 O -3.79 1.33 -2.34  C2 1.352
4 O -1.72 0.26 -3.19  C2 1.478, C5 1.492
5 C -0.85 1.16 -4.00  O4 1.492, C6 1.668, H35 1.194, H36 1.194
6 C 0.77 0.98 -3.64  C5 1.668, C7 1.653, C12 1.640, C20 1.673
7 C 1.44 1.96 -4.79  C6 1.653, C8 1.644, H37 1.194, H38 1.173
8 C 1.39 1.34 -6.32  C7 1.644, C9 1.654, H39 1.194, H40 1.194
9 C 2.90 0.90 -6.84  C8 1.654, O10 1.337, O11 1.482
10 O 3.89 0.50 -6.04  C9 1.337
11 O 3.18 0.94 -8.29  C9 1.482, H41 1.004
12 C 0.99 -0.64 -3.73  C6 1.640, O13 1.336, O14 1.501
13 O 1.36 -1.45 -4.72  C12 1.336
14 O 0.77 -1.28 -2.39  C12 1.501, C15 1.501
15 C 1.20 -0.21 -1.43  O14 1.501, I16 2.233, C17 1.636, C20 1.632
16 I 3.38 -0.70 -1.30  C15 2.233, P21 2.600
17 C 0.75 -0.47 0.12  C15 1.636, O18 1.501, H42 1.194, H43 1.170
18 O 1.32 -1.81 0.50  C17 1.501, O19 1.328
19 O 0.28 -2.59 0.74  O18 1.328, H44 1.003
20 C 1.24 1.29 -2.07  C6 1.673, C15 1.632, P21 1.929, C26 1.634
21 P 3.06 1.84 -1.77  I16 2.600, C20 1.929, P22 2.187, H45 1.470
22 P 3.33 2.76 0.20  P21 2.187, O23 1.580, O24 1.777, O25 1.777
23 O 2.05 2.74 1.12  P22 1.580
24 O 3.90 4.43 -0.04  P22 1.777, H46 1.005
25 O 4.71 1.93 0.94  P22 1.777, H47 1.008
26 C 0.25 2.47 -1.53  C20 1.634, C27 1.674, C31 1.630
27 C -1.17 2.21 -0.68  C26 1.674, C28 1.645, H48 1.168
28 C -1.94 3.62 -0.33  C27 1.645, C29 1.628, H49 1.190
29 C -1.42 5.11 -0.72  C28 1.628, N30 1.490, H50 1.192
30 N -0.14 5.29 -1.47  C29 1.490, C31 1.490
31 C 0.58 4.04 -1.84  C26 1.630, N30 1.490, H51 1.196
32 H -5.07 0.45 -4.58  C1 1.189
33 H -3.46 -0.24 -5.41  C1 1.170
34 H -3.75 1.66 -5.38  C1 1.180
35 H -1.20 2.30 -3.91  C5 1.194
36 H -1.09 0.87 -5.13  C5 1.194
37 H 0.78 2.95 -4.82  C7 1.194
38 H 2.56 2.25 -4.58  C7 1.173
39 H 0.64 0.41 -6.41  C8 1.194
40 H 0.92 2.16 -7.05  C8 1.194
41 H 2.77 1.79 -8.63  O11 1.004
42 H -0.43 -0.60 0.26  C17 1.194
43 H 1.18 0.28 0.91  C17 1.170
44 H -0.25 -2.75 -0.10  O19 1.003
45 H 3.45 2.90 -2.71  P21 1.470
46 H 3.48 4.98 0.68  O24 1.005
47 H 4.40 1.46 1.77  O25 1.008
48 H -1.55 1.13 -0.43  C27 1.168
49 H -2.98 3.55 0.24  C28 1.190
50 H -2.07 6.06 -0.41  C29 1.192
51 H 1.58 4.21 -2.47  C31 1.196
52 C -1.02 -3.91 -4.97  C53 1.528, C58 1.521, H59 1.094, H60 1.097
53 C -1.14 -5.18 -5.82  C52 1.528, C54 1.528, H61 1.097, H62 1.094
54 C -2.50 -5.15 -6.50  C53 1.528, S55 1.787, H63 1.093, H64 1.093
55 S -2.94 -3.42 -6.68  C54 1.787, O56 1.448, O57 1.449, C58 1.782
56 O -4.10 -3.15 -5.85  S55 1.448
57 O -2.88 -3.06 -8.08  S55 1.449
58 C -1.50 -2.77 -5.86  C52 1.521, S55 1.782, H65 1.091, H66 1.094
59 H 0.00 -3.75 -4.61  C52 1.094
60 H -1.68 -4.00 -4.09  C52 1.097
61 H -0.34 -5.18 -6.57  C53 1.097
62 H -1.02 -6.08 -5.21  C53 1.094
63 H -2.47 -5.62 -7.49  C54 1.093
64 H -3.27 -5.63 -5.89  C54 1.093
65 H -1.76 -1.87 -5.30  C58 1.091
66 H -0.75 -2.54 -6.62  C58 1.094
67 C 6.18 4.88 5.62  C68 1.528, C73 1.521, H74 1.094, H75 1.097
68 C 6.07 3.61 4.77  C67 1.528, C69 1.528, H76 1.097, H77 1.094
69 C 4.70 3.64 4.08  C68 1.528, S70 1.787, H78 1.093, H79 1.093
70 S 4.27 5.36 3.90  C69 1.787, O71 1.448, O72 1.449, C73 1.782
71 O 3.11 5.64 4.73  S70 1.448
72 O 4.33 5.73 2.50  S70 1.449
73 C 5.71 6.02 4.72  C67 1.521, S70 1.782, H80 1.091, H81 1.094
74 H 7.21 5.04 5.97  C67 1.094
75 H 5.53 4.79 6.49  C67 1.097
76 H 6.86 3.61 4.01  C68 1.097
77 H 6.19 2.71 5.37  C68 1.094
78 H 4.74 3.17 3.09  C69 1.093
79 H 3.94 3.16 4.70  C69 1.093
80 H 5.45 6.92 5.28  C73 1.091
81 H 6.46 6.25 3.96  C73 1.094
82 C -3.99 -1.81 3.89  C83 1.528, C88 1.521, H89 1.094, H90 1.097
83 C -2.69 -1.03 4.04  C82 1.528, C84 1.528, H91 1.097, H92 1.094
84 C -1.97 -1.07 2.70  C83 1.528, S85 1.787, H93 1.093, H94 1.093
85 S -3.23 -1.24 1.45  C84 1.787, O86 1.448, O87 1.449, C88 1.782
86 O -3.08 -2.53 0.81  S85 1.448
87 O -3.33 0.00 0.70  S85 1.449
88 C -4.61 -1.33 2.58  C82 1.521, S85 1.782, H95 1.091, H96 1.094
89 H -4.67 -1.65 4.73  C82 1.094
90 H -3.77 -2.88 3.83  C82 1.097
91 H -2.92 0.01 4.31  C83 1.097
92 H -2.07 -1.44 4.84  C83 1.094
93 H -1.40 -0.15 2.52  C84 1.093
94 H -1.30 -1.94 2.63  C84 1.093
95 H -5.37 -2.01 2.19  C88 1.091
96 H -5.02 -0.32 2.69  C88 1.094
97 C -2.59 -5.32 7.73  C98 1.528, C103 1.521, H104 1.094, H105 1.097
98 C -1.32 -5.44 6.89  C97 1.528, C99 1.528, H106 1.097, H107 1.094
99 C -1.16 -4.13 6.11  C98 1.528, S100 1.787, H108 1.093, H109 1.093
100 S -1.95 -2.87 7.09  C99 1.787, O101 1.448, O102 1.449, C103 1.782
101 O -3.10 -2.37 6.36  S100 1.448
102 O -0.93 -1.98 7.63  S100 1.449
103 C -2.52 -3.95 8.38  C97 1.521, S100 1.782, H110 1.091, H111 1.094
104 H -2.66 -6.12 8.47  C97 1.094
105 H -3.47 -5.38 7.07  C97 1.097
106 H -0.46 -5.58 7.55  C98 1.097
107 H -1.36 -6.30 6.21  C98 1.094
108 H -0.10 -3.88 5.97  C99 1.093
109 H -1.66 -4.18 5.14  C99 1.093
110 H -3.49 -3.60 8.76  C103 1.091
111 H -1.78 -3.93 9.19  C103 1.094